An isolated molecule of C10H19NS, computed with wB97M-V/def2-TZVPD.

Last column: Löwdin charge in e.
Geometry (Å):
C 1.5308 -1.9765 0.9094  -0.139
C 1.4873 -1.1402 -0.3586  -0.304
C 0.1043 -0.8022 -0.8368  -0.349
C -0.8179 -0.1156 0.1339  -0.445
C 1.2843 -1.2776 2.1642  -0.238
C -0.3398 1.3113 0.6624  -0.392
C 2.4306 0.1321 -0.2915  -0.021
C -0.6539 -2.0407 -1.3013  -0.093
C -2.2156 -0.1333 -0.2787  -0.097
C -1.3603 3.7643 0.1437  -0.459
N 1.2795 -0.6655 3.1156  0.171
S -0.4835 2.4981 -0.7214  0.833
H 0.9892 -2.8744 0.9015  0.106
H 2.5647 -2.2845 1.0391  0.130
H 1.9146 -1.8545 -1.1149  0.150
H 0.0009 -0.2295 -1.7391  0.134
H -0.7206 -0.7755 0.9478  0.097
H -0.7188 1.5955 1.6619  0.109
H 0.7613 1.1931 0.7016  0.008
H 2.3325 0.6156 -1.2758  0.097
H 3.4424 -0.1425 -0.1631  0.067
H 2.0709 0.7443 0.5006  0.033
H -0.0486 -2.8035 -1.8198  0.091
H -1.3506 -1.8717 -2.0746  0.053
H -1.2193 -2.6702 -0.5736  0.109
H -2.7150 0.8780 -0.3184  0.088
H -2.8682 -0.8357 0.2164  0.084
H -2.1492 -0.4973 -1.3509  0.083
H -1.5328 4.5614 -0.5016  -0.002
H -0.7039 4.1412 0.9700  0.053
H -2.2956 3.5560 0.6521  0.041

The value obtained for the energy above the lowest of the compared OMol25 structures with the same formula, charge and spin is 202.2 kJ/mol. The calculation puts the HOMO energy at -8.3 eV. The SMILES is CSC[C@@H](C)[C@H](C)[C@@H](C)CC#N. The LUMO energy comes out at 0.738 eV. Its gap between HOMO and LUMO is 9.055 eV.


A cluster of 3 separate species, C17H39N4O4 in total, computed with wB97M-V/def2-TZVPD.

Last column: Löwdin charge in e.
Geometry (Å):
C -4.5149 -3.7037 2.0038  -0.072
C -4.2212 -4.2124 0.5304  -0.248
O -3.1674 -3.4862 -0.1189  -0.183
C -1.9522 -4.2555 -0.1324  -0.175
C -0.8042 -3.2030 -0.4011  -0.133
O 0.4718 -3.6022 0.1314  -0.106
C 0.5343 -3.4592 1.5243  -0.219
N 1.3260 -2.2717 1.9632  0.098
C 0.7985 -1.6436 3.1116  -0.325
N 1.0599 -2.2771 4.3893  0.151
N 0.0643 -0.5709 3.1332  0.133
C -0.2968 0.1461 1.8881  -0.127
C 0.7962 1.2792 1.6700  -0.153
C 0.2090 2.5325 0.9095  -0.273
N -0.5261 2.1456 -0.3177  -0.008
H -5.4873 -3.1402 1.9853  0.076
H -3.7514 -2.9755 2.3752  0.065
H -4.6576 -4.5502 2.7150  0.072
H -4.0156 -5.3091 0.4887  0.118
H -5.1522 -4.0019 -0.0595  0.124
H -1.9879 -5.0652 -0.9054  0.140
H -1.8356 -4.7758 0.8608  0.125
H -0.6792 -3.1635 -1.5132  0.146
H -1.0722 -2.2130 0.0379  0.109
H 1.0534 -4.3674 1.9370  0.148
H -0.4868 -3.4617 2.0007  0.134
H 1.5277 -1.6182 1.2054  0.136
H 0.2811 -2.9466 4.4887  0.116
H 1.8782 -2.8681 4.2044  0.108
H -0.2769 -0.2228 4.0296  0.185
H -1.2482 0.6999 2.1153  0.140
H -0.4243 -0.5093 1.0014  0.108
H 1.1961 1.6518 2.6456  0.122
H 1.6636 0.9343 1.0540  0.098
H 1.0827 3.1484 0.5712  0.108
H -0.4121 3.1957 1.5671  0.116
H -1.3831 1.6589 -0.0375  0.058
H -0.8265 2.9790 -0.8252  0.074
C 5.5809 2.4094 -0.5688  -0.168
C 5.7025 2.8601 0.8746  -0.169
C 4.2686 3.2248 1.2124  -0.196
O 3.4270 2.3711 0.4206  -0.190
C 4.2332 1.7121 -0.5687  -0.198
H 6.3936 1.7617 -0.8968  0.118
H 5.5509 3.2810 -1.2286  0.120
H 6.0328 2.0237 1.4978  0.117
H 6.3964 3.6875 1.0200  0.119
H 4.0472 4.2619 0.9403  0.122
H 4.0380 3.0865 2.2710  0.116
H 4.3310 0.6596 -0.2776  0.115
H 3.7346 1.7596 -1.5382  0.121
C -1.3203 1.7349 -4.1498  -0.180
C -2.8156 1.4798 -4.1511  -0.177
C -3.3703 2.8710 -3.9021  -0.207
O -2.4394 3.7951 -4.4774  -0.138
C -1.2333 3.0974 -4.8130  -0.203
H -0.7437 0.9706 -4.6716  0.113
H -0.9543 1.7958 -3.1199  0.088
H -3.1302 1.1219 -5.1356  0.117
H -3.1394 0.7526 -3.4054  0.109
H -3.4394 3.0858 -2.8292  0.110
H -4.3549 3.0176 -4.3492  0.119
H -1.1890 3.0062 -5.9033  0.119
H -0.3699 3.6750 -4.4777  0.116

The calculation puts the HOMO energy at -11.1 eV. Its charge is +1. The LUMO energy comes out at -3.485 eV. Its gap between HOMO and LUMO is 7.596 eV.


A structure of composition C34H40F4IN3OPSTeTi, computed with wB97M-V/def2-TZVPD.

Last column: Löwdin charge in e.
Geometry (Å):
Ti -0.9353 1.2389 1.2359  0.649
C -0.7305 4.1131 3.2450  -0.085
N -0.7845 3.8315 1.8155  -0.298
C 0.3230 4.5039 1.1461  -0.084
C -2.0505 4.2785 1.2426  -0.254
C -2.2944 3.6545 -0.1449  -0.242
N -1.4097 2.5197 -0.3640  -0.128
C -1.0275 2.2590 -1.6186  -0.236
C 0.0717 1.3948 -1.8238  -0.159
F 0.5599 0.7835 -0.7032  -0.017
C 0.6605 1.1504 -3.0383  -0.240
F 1.7278 0.3443 -3.0990  0.068
C 0.1696 1.7281 -4.1965  0.046
C -0.9555 2.5168 -4.0533  -0.232
F -1.4948 3.0641 -5.1598  0.075
C -1.5538 2.7672 -2.8378  -0.147
F -2.7074 3.4757 -2.8529  0.059
H -0.7758 5.1951 3.4476  0.089
H 0.2020 3.7226 3.6548  0.088
H -1.5648 3.6256 3.7500  0.080
H 0.2327 5.5976 1.2388  0.091
H 0.3403 4.2452 0.0880  0.089
H 1.2641 4.1889 1.5912  0.074
H -2.0727 5.3768 1.1524  0.117
H -2.8531 3.9953 1.9188  0.022
H -2.1123 4.4201 -0.9030  0.110
H -3.3468 3.3580 -0.2135  0.083
H 0.6212 1.5528 -5.1598  0.126
I -3.6565 1.3182 2.1940  0.315
C -0.5644 0.6908 3.2688  -0.273
C -0.9461 0.0639 4.4207  -0.129
C 0.0176 -0.1431 5.4376  -0.093
C 1.3219 0.2591 5.2933  -0.052
C 1.7525 0.8825 4.1006  -0.180
C 3.0791 1.2555 3.7878  -0.045
C 3.3903 1.7064 2.5310  -0.093
C 2.4010 1.8451 1.5283  -0.141
C 1.0861 1.5719 1.7993  -0.185
C 0.7778 1.0811 3.0887  -0.284
H -1.9616 -0.2875 4.5701  0.073
H -0.2860 -0.6525 6.3462  0.091
H 2.0515 0.0574 6.0713  0.100
H 3.8542 1.1506 4.5406  0.101
H 4.4172 1.9571 2.2887  0.094
H 2.7158 2.1721 0.5400  0.096
C -0.9508 -1.9050 -2.3855  -0.155
C -2.2353 -1.1079 -2.6130  -0.398
P -2.8771 -0.3004 -1.0532  0.944
C -3.5209 -1.8021 -0.1673  -0.434
C -4.6921 -2.5857 -0.7504  -0.153
C -4.4514 0.4566 -1.7275  -0.398
C -5.0954 -0.0917 -3.0005  -0.161
H -0.5036 -2.2016 -3.3360  0.073
H -1.1553 -2.8087 -1.8073  0.060
H -0.2097 -1.3274 -1.8346  0.023
H -3.0024 -1.7586 -3.0396  0.060
H -2.0490 -0.2906 -3.3169  0.064
H -3.7799 -1.4559 0.8355  0.016
H -2.6518 -2.4548 -0.0555  0.035
H -5.5887 -1.9705 -0.8231  0.059
H -4.9222 -3.4296 -0.0963  0.066
H -4.4591 -2.9836 -1.7399  0.058
H -4.2255 1.5141 -1.8929  0.052
H -5.1577 0.4204 -0.8937  0.058
H -4.4536 0.0662 -3.8674  0.062
H -6.0344 0.4363 -3.1828  0.067
H -5.3214 -1.1545 -2.9310  0.045
C 4.7706 -2.1967 -1.4604  -0.447
Te 3.0460 -1.6116 -0.2477  1.362
C 2.9201 -3.7261 0.1435  -0.425
C 4.1120 -4.4003 -0.4667  -0.282
C 4.3277 -5.7662 -0.2900  -0.052
C 5.4110 -6.3991 -0.8761  -0.105
C 6.3115 -5.6622 -1.6336  -0.105
C 6.1109 -4.3027 -1.8020  -0.055
C 5.0094 -3.6610 -1.2375  -0.292
H 5.6570 -1.6214 -1.1894  0.045
H 4.5756 -2.0046 -2.5177  0.046
H 1.9981 -4.1233 -0.2853  0.056
H 2.8707 -3.8822 1.2204  0.055
H 3.6309 -6.3382 0.3125  0.111
H 5.5545 -7.4648 -0.7461  0.094
H 7.1616 -6.1500 -2.0947  0.093
H 6.8125 -3.7222 -2.3906  0.109
O 1.2796 -1.6317 1.6256  -0.714
S -0.1639 -1.8408 1.2789  0.838
N -1.0119 -0.5906 1.1705  -0.510

The value obtained for the energy above the lowest of the compared OMol25 structures with the same formula, charge and spin is 0.0 kJ/mol. The calculation puts the HOMO energy at -5.0 eV. Its charge is -1. The LUMO energy comes out at 1.487 eV. Its gap between HOMO and LUMO is 6.439 eV.